Entry from the OMol25 dataset: a cluster of 2 separate species, C5H13N3O in total in a non-equilibrium geometry (the ωB97M-V functional and the def2-TZVPD basis).

CARTESIAN COORDINATES (ANGSTROEM)
C: -0.6047 1.4983 -1.3680
C: -1.3176 0.7402 -0.2757
O: -2.2219 1.2452 0.3670
C: -1.4530 -0.8362 -0.5926
N: -2.3403 -1.5403 0.3087
H: 0.3658 1.8104 -0.9747
H: -1.1493 2.4048 -1.6194
H: -0.3658 0.9043 -2.2465
H: -0.4631 -1.2994 -0.5572
H: -1.7779 -0.9349 -1.6328
H: -3.3039 -1.3995 0.0182
H: -2.2876 -1.1466 1.2443
N: 1.8209 1.3887 0.6662
C: 1.0642 0.3335 1.2506
C: 1.3626 -0.9761 1.0164
N: 2.2517 -1.4010 0.0444
H: 2.7857 1.1687 0.4533
H: 1.7436 2.2559 1.1798
H: 0.5731 0.5773 2.1815
H: 0.8237 -1.7504 1.5411
H: 2.0801 -2.3255 -0.3201
H: 2.4137 -0.7174 -0.6844

The strongest force on any atom comes out at 4.44 eV Å⁻¹. Its SMILES is CC(=O)CN.N/C=C\N. The value obtained for the LUMO energy is 0.79 eV. The calculation puts the energy relative to the best compared isomer or geometry (same formula, charge and spin) at 2.364 eV. For the total energy, the calculation gives -11912.253 eV.

Here is what natural (NBO) gives for the atomic charges, in e: -0.757, 0.591, -0.568, -0.312, -0.833, 0.267, 0.236, 0.218, 0.190, 0.202, 0.359, 0.365, -0.864, -0.146, -0.049, -0.826, 0.371, 0.384, 0.208, 0.206, 0.384, 0.374



Entry from the OMol25 dataset: the ion C3H4NO3 with charge +1 in a non-equilibrium geometry (the ωB97M-V functional and the def2-TZVPD basis).

CARTESIAN COORDINATES (ANGSTROEM)
C: 0.7201 -0.5406 -0.1981
N: -0.2497 -1.5067 0.1324
O: 0.0613 -2.6260 0.2822
O: -1.5377 -1.3231 0.0735
C: -2.2496 0.2136 0.1553
C: -3.5541 0.1506 0.0093
O: -4.6265 0.2117 -0.3653
H: 1.6130 -0.9965 0.0199
H: 0.6459 0.3422 0.3008
H: 0.5663 -0.2263 -1.2068
H: -1.6500 0.9186 0.8740

The strongest force on any atom comes out at 5.25 eV Å⁻¹. Its SMILES is C[N+](=O)OC=C=O. The value obtained for the LUMO energy is -6.51 eV. The net charge is +1. The calculation puts the energy relative to the best compared isomer or geometry (same formula, charge and spin) at 6.090 eV. For the total energy, the calculation gives -10793.955 eV.

Here is what natural (NBO) gives for the atomic charges, in e: -0.486, 0.571, -0.118, -0.245, -0.251, 0.687, -0.265, 0.272, 0.259, 0.288, 0.288



Entry from the OMol25 dataset: a structure of composition C3H7NO3 in a non-equilibrium geometry (the ωB97M-V functional and the def2-TZVPD basis).

CARTESIAN COORDINATES (ANGSTROEM)
C: 1.3604 -0.8785 -1.2727
O: 1.1229 -0.6163 0.1260
H: -0.1216 -0.6338 0.3898
H: 2.3859 -0.5987 -1.5138
H: 1.2213 -1.9451 -1.4360
H: 0.6500 -0.3257 -1.8883
C: -0.9103 1.2255 1.1783
N: 0.2293 1.6297 0.8046
C: -1.5163 -0.6088 0.2849
O: -1.9091 1.3386 1.8036
O: -1.8380 -0.5596 -0.8769
H: 0.4340 2.5997 1.0234
H: 1.0878 0.4076 0.3214
H: -2.1963 -1.0348 1.0558

The strongest force on any atom comes out at 1.52 eV Å⁻¹. The value obtained for the LUMO energy (alpha / beta) is -0.13 / -0.13 eV. The calculation puts the energy relative to the best compared isomer or geometry (same formula, charge and spin) at 4.850 eV. For the total energy, the calculation gives -10853.518 eV.

Here is what natural (NBO) gives for the atomic charges, in e: -0.262, -0.724, 0.351, 0.188, 0.196, 0.201, 0.814, -0.904, 0.107, -0.501, -0.522, 0.412, 0.523, 0.120



Entry from the OMol25 dataset: a structure of composition C19H15BF2NO4SbSe4SiTc (the ωB97M-V functional and the def2-TZVPD basis).

CARTESIAN COORDINATES (ANGSTROEM)
Tc: -0.3124 -1.4879 -0.1011
O: -1.8470 -0.5746 0.5782
C: -2.7816 0.1964 0.3374
C: -3.0141 0.8694 -0.9259
C: -4.1494 1.6771 -1.0066
C: -4.4502 2.3027 -2.1954
C: -3.6610 2.1606 -3.3229
C: -2.5200 1.3756 -3.2551
C: -2.2087 0.7440 -2.0687
O: -1.0873 -0.0392 -1.9535
N: -5.6577 3.1528 -2.2627
O: -6.2307 3.3740 -1.2145
O: -5.9810 3.5616 -3.3577
H: -3.4892 0.3829 1.1470
H: -4.8017 1.8109 -0.1542
H: -3.9453 2.6578 -4.2390
H: -1.8857 1.2559 -4.1217
Se: -2.7850 -2.6394 -2.0754
Sb: -3.9457 -4.3498 -0.9861
Se: -0.1714 -4.8666 -0.6938
Se: 0.3252 -3.3473 1.0513
Se: -2.1417 -5.8268 0.0273
F: 0.6159 -1.4562 -2.1778
B: -0.2816 -0.6731 -2.8370
F: -0.2801 -0.5813 -4.1319
C: 5.1523 0.0307 -1.5532
C: 4.6854 -1.1557 -1.0035
C: 3.5129 -1.1620 -0.2640
C: 2.7849 0.0123 -0.0526
C: 3.2705 1.1949 -0.6183
C: 4.4433 1.2070 -1.3599
Si: 1.1942 0.0494 0.9467
C: 1.4593 -0.0811 2.7948
C: 1.8793 -1.2557 3.4235
C: 2.1052 -1.2981 4.7895
C: 1.9110 -0.1588 5.5583
C: 1.4979 1.0194 4.9552
C: 1.2745 1.0559 3.5863
H: 6.0726 0.0392 -2.1230
H: 5.2373 -2.0753 -1.1508
H: 3.1728 -2.0986 0.1685
H: 2.7319 2.1248 -0.4686
H: 4.8061 2.1351 -1.7830
H: 0.5938 1.3989 0.6927
H: 2.0659 -2.1541 2.8418
H: 2.4397 -2.2166 5.2547
H: 2.0883 -0.1893 6.6256
H: 1.3519 1.9116 5.5504
H: 0.9564 1.9864 3.1287

The strongest force on any atom comes out at 0.86 eV Å⁻¹. The value obtained for the LUMO energy is -4.97 eV. The net charge is +1. The calculation puts the energy relative to the best compared isomer or geometry (same formula, charge and spin) at 0.088 eV. For the total energy, the calculation gives -313731.508 eV.

Here is what natural (NBO) gives for the atomic charges, in e: 0.397, -0.484, 0.412, -0.244, -0.097, 0.008, -0.097, -0.283, 0.446, -0.739, 0.529, -0.350, -0.339, 0.192, 0.267, 0.273, 0.256, -0.671, 0.881, -0.003, 0.149, -0.204, -0.446, 1.457, -0.443, -0.195, -0.196, -0.212, -0.514, -0.145, -0.226, 1.123, -0.412, -0.232, -0.195, -0.192, -0.206, -0.219, 0.223, 0.220, 0.205, 0.205, 0.221, -0.195, 0.200, 0.220, 0.223, 0.222, 0.213



Entry from the OMol25 dataset: the ion C7H16N2O with charge +2 in a non-equilibrium geometry (the ωB97M-V functional and the def2-TZVPD basis).

CARTESIAN COORDINATES (ANGSTROEM)
C: 1.5703 -2.3535 0.6200
N: 1.2720 -1.2509 0.7268
C: 1.1161 0.1192 0.3412
C: 2.0599 0.5025 -0.8213
C: 3.3126 1.3769 -0.3750
O: -0.1338 0.3560 -0.0915
C: -1.3272 0.2624 0.6617
N: -1.6508 1.7501 0.7341
C: -2.3553 -0.4476 -0.2559
C: -2.4037 -1.9318 -0.5189
H: 1.7200 -3.4345 0.5580
H: 1.5561 0.7841 1.1610
H: 2.4807 -0.4036 -1.2353
H: 1.4875 0.9700 -1.5623
H: 2.9420 2.1484 0.3930
H: 3.5941 1.8827 -1.3368
H: 4.0814 0.6952 -0.0178
H: -1.2862 -0.0647 1.7260
H: -2.6257 1.9793 0.7975
H: -1.2734 2.2067 -0.1220
H: -1.2180 2.0736 1.5565
H: -3.2806 -0.1979 0.1038
H: -2.1384 -0.0208 -1.1743
H: -1.5540 -2.2726 -1.1719
H: -3.2955 -2.2350 -1.1694
H: -2.6503 -2.4940 0.4728

The strongest force on any atom comes out at 3.80 eV Å⁻¹. Its SMILES is C#[N+][C@@H](CC)O[C@@H]([NH3+])CC. The value obtained for the LUMO energy is -8.15 eV. The net charge is +2. The calculation puts the energy relative to the best compared isomer or geometry (same formula, charge and spin) at 1.799 eV. For the total energy, the calculation gives -12526.120 eV.

Here is what natural (NBO) gives for the atomic charges, in e: 0.510, -0.223, 0.202, -0.400, -0.606, -0.507, 0.259, -0.680, -0.437, -0.644, 0.331, 0.237, 0.224, 0.246, 0.210, 0.262, 0.234, 0.223, 0.456, 0.466, 0.442, 0.225, 0.227, 0.224, 0.282, 0.238



- The highest strongest force on any atom belongs to which entry?
  C3H4NO3